1 | Formula: C7H16O2
Source: the OMol25 dataset
Level of theory: ωB97M-V with the def2-TZVPD basis set

## Properties
Gap between HOMO and LUMO: 11.21 eV
LUMO energy: 0.0211 hartree
SMILES string: CC(=O)O.CCCCC

Last column: Löwdin charge in e.
CARTESIAN COORDINATES (ANGSTROEM)
C -1.2678 2.6268 0.3691  -0.1441
C -1.6595 1.4401 -0.4524  -0.3965
C -2.0206 0.2755 0.3407  -0.2899
C -2.5534 -0.8903 -0.5721  -0.2318
C -2.9154 -2.0762 0.3318  -0.1409
C 4.6076 -0.0615 0.1348  -0.6121
C 4.2838 -1.4904 -0.1618  0.0007
H -1.8345 2.7455 1.4574  0.1270
H -0.1110 2.4411 0.5447  0.0966
H -1.3829 3.5236 -0.4096  0.1004
H -0.8995 1.0854 -1.1412  0.1067
H -2.5144 1.6838 -1.1210  0.1199
H -1.2897 -0.1711 1.0759  0.1288
H -2.9039 0.6391 0.9565  0.1256
H -1.9164 -0.9390 -1.4114  0.0839
H -3.6298 -0.5678 -0.8213  0.1282
H -3.7668 -1.9764 1.0165  0.0753
H -3.2728 -2.9100 -0.1737  0.0314
H -2.1253 -2.4127 1.0472  0.0797
H 5.1902 1.4845 -0.4299  0.1860
H 4.0763 -1.9980 0.7869  0.0947
H 3.4404 -1.6608 -0.8624  0.0980
H 5.0877 -1.8358 -0.7802  0.0770
O 4.6497 0.3344 1.2625  0.0994
O 4.7282 0.7104 -0.9871  0.0561



2 | Formula: C7H16O2
Source: the OMol25 dataset
Level of theory: ωB97M-V with the def2-TZVPD basis set

## Properties
Gap between HOMO and LUMO: 10.60 eV
LUMO energy: 0.0268 hartree
SMILES string: CC(C)(C)C(O)O.C=C

Last column: Löwdin charge in e.
CARTESIAN COORDINATES (ANGSTROEM)
C 0.0946 -0.5723 -1.2228  -0.5484
C 0.8435 -0.6457 0.1383  -0.4465
C -0.3217 0.8068 3.4904  -0.0442
C -0.1755 0.8857 -1.6145  -0.0427
C 0.9666 -1.2410 -2.2893  -0.0482
C -1.2344 -1.3215 -1.0908  -0.0475
C -0.8475 1.8422 2.8096  -0.1052
O 0.0533 -0.2306 1.2015  -0.0731
O 2.0895 0.0146 0.1082  0.0065
H 1.9412 0.9535 -0.0581  0.0873
H 1.0972 -1.6926 0.3417  0.1611
H 0.7332 0.7512 3.7079  0.0665
H -0.9040 -0.0645 3.7423  0.0638
H 0.7533 1.4301 -1.7915  0.0812
H -0.7345 0.9164 -2.5487  0.0874
H -0.7554 1.4033 -0.8500  0.0797
H 0.4853 -1.1817 -3.2646  0.0840
H 1.1182 -2.2937 -2.0541  0.0855
H 1.9436 -0.7645 -2.3428  0.0823
H -1.7745 -1.3035 -2.0362  0.0844
H -1.0616 -2.3581 -0.8052  0.0871
H -1.8588 -0.8635 -0.3268  0.0798
H -1.9171 1.9169 2.6765  0.0546
H -0.1826 0.8093 1.2665  0.1099
H -0.3520 2.8031 2.8123  0.0546



Most stable structure among those shown: 2.